No. 1
This record from the OMol25 dataset describes the molecule C3H5NO2 at a distorted geometry. The level of theory is ωB97M-V/def2-TZVPD.

SMILES ... CNC(=O)C=O
Orbital gap ... 9.9 eV

Geometry as ORCA input:
```
! RIJCOSX wB97M-V def2-TZVPD def2/J DEFGRID3
* xyz 0 1
C -0.952 1.402 -0.128
N 0.160 0.546 0.256
C -0.084 -0.810 0.146
O -1.112 -1.343 0.491
C 1.202 -1.640 -0.162
O 1.594 -1.595 0.985
H -1.841 1.086 0.416
H -0.729 2.440 0.124
H -1.150 1.324 -1.206
H 1.069 0.850 -0.064
H 1.842 -2.259 -0.859
*
```

No. 2
This record from the OMol25 dataset describes the molecule C3H5NO2 at a distorted geometry. The level of theory is ωB97M-V/def2-TZVPD.

Orbital gap ... 8.6 eV

Geometry as ORCA input:
```
! RIJCOSX wB97M-V def2-TZVPD def2/J DEFGRID3
* xyz 0 1
O 2.689 -0.272 -0.138
C 1.509 0.018 -0.190
N 0.601 -0.547 0.756
C -0.722 -0.453 0.272
C -1.016 0.896 -0.171
O 0.867 0.802 -1.033
H 0.899 -1.446 1.105
H -0.789 -0.714 -0.814
H -1.480 -1.057 0.777
H -0.556 1.820 0.098
H -2.004 0.953 -0.661
*
```

No. 3
This record from the OMol25 dataset describes the molecule C3H5NO2. The level of theory is ωB97M-V/def2-TZVPD.

Orbital gap (spin up / spin down) ... 7.8 / 7.8 eV

Geometry as ORCA input:
```
! RIJCOSX wB97M-V def2-TZVPD def2/J DEFGRID3
* xyz 0 1
O -2.076 -0.917 -1.668
C -2.004 -0.178 -0.723
C 1.357 1.042 0.845
N 1.246 -0.156 0.271
C 0.160 -0.836 -0.073
O -0.999 -0.112 0.166
H -2.761 0.567 -0.433
H 2.344 1.403 1.086
H 0.448 1.559 1.116
H 2.117 -0.644 0.090
H 0.169 -1.729 -0.678
*
```

No. 4
This record from the OMol25 dataset describes a structure of composition C3H5NO2 at a distorted geometry. The level of theory is ωB97M-V/def2-TZVPD.

Orbital gap ... 10.5 eV

Geometry as ORCA input:
```
! RIJCOSX wB97M-V def2-TZVPD def2/J DEFGRID3
* xyz 0 1
O -1.723 0.829 1.102
C -0.523 0.261 0.784
C 0.340 -1.150 -0.234
N 1.378 -0.130 -0.290
C 0.288 0.816 -0.296
O -0.056 1.560 -1.187
H -2.043 1.385 0.374
H -0.032 -0.039 1.702
H 0.470 -1.972 0.462
H 0.039 -1.494 -1.238
H 1.863 -0.066 -1.180
*
```

Result set for energy above the lowest of the compared OMol25 structures with the same formula, charge and spin: 227.3 312.7 299.9 277.1 kJ/mol, one per record in the order listed.
Result set for molar mass: 87.08 87.08 87.08 87.08 g/mol, one per record in the order listed.